[1]
DFT (ωB97M-V/def2-TZVPD) results for a 15-piece molecular cluster, C77H105F6N4O35S2 overall in a non-equilibrium geometry.

Geometry as XYZ:
```
229
C77H105F6N4O35S2, DFT ωB97M-V/def2-TZVPD
C 2.616 1.731 2.840
F 3.481 0.926 3.415
F 1.661 2.099 3.688
F 3.192 2.864 2.615
S 1.980 1.002 1.196
O 1.979 2.171 0.227
O 3.024 -0.012 0.981
N 0.413 0.226 1.482
S -0.032 0.081 -0.016
O -0.318 1.313 -0.644
O 0.686 -0.929 -0.739
C -1.860 -0.631 0.270
F -2.580 0.403 0.834
F -2.454 -1.220 -0.827
F -1.737 -1.635 1.099
C 4.061 -5.160 -6.422
O 3.153 -5.527 -5.374
C 3.777 -5.801 -4.119
C 2.578 -6.153 -3.225
N 1.329 -5.440 -3.393
C 1.187 -4.131 -2.648
C 1.718 -2.977 -3.413
O 1.152 -3.052 -4.735
C 2.008 -2.306 -5.645
H 5.020 -5.597 -6.144
H 4.247 -4.092 -6.539
H 3.621 -5.540 -7.344
H 4.217 -4.864 -3.779
H 4.434 -6.629 -4.388
H 3.043 -6.226 -2.242
H 2.491 -7.209 -3.482
H 1.458 -5.055 -4.317
H 1.493 -4.126 -1.601
H 0.112 -3.965 -2.573
H 2.777 -3.066 -3.171
H 1.297 -2.077 -2.963
H 1.831 -2.607 -6.677
H 3.078 -2.325 -5.438
H 1.466 -1.361 -5.615
C 4.042 5.190 0.183
O 4.758 6.052 -0.708
C 6.119 5.761 -0.989
C 6.210 4.684 -2.090
N 5.092 4.778 -3.049
C 4.924 3.548 -3.869
C 3.611 3.109 -4.524
O 3.250 1.759 -4.139
C 2.027 1.248 -4.209
H 3.878 4.239 -0.325
H 3.112 5.672 0.485
H 4.641 5.070 1.086
H 6.551 5.358 -0.073
H 6.613 6.682 -1.298
H 6.124 3.737 -1.557
H 7.235 4.636 -2.459
H 4.244 4.985 -2.542
H 5.382 2.753 -3.282
H 5.599 3.335 -4.698
H 3.689 3.232 -5.604
H 2.841 3.804 -4.188
H 1.610 1.246 -5.217
H 1.305 1.767 -3.579
H 2.095 0.196 -3.932
C -9.541 -4.826 -5.524
O -8.895 -3.582 -5.370
C -9.422 -2.401 -6.034
C -8.544 -1.209 -6.142
N -8.136 -0.867 -4.789
C -7.000 0.112 -4.648
C -6.264 -0.035 -3.304
O -6.920 0.506 -2.118
C -6.294 0.117 -0.900
H -9.608 -5.324 -6.491
H -10.582 -4.773 -5.203
H -9.037 -5.656 -5.030
H -10.266 -2.227 -5.367
H -9.781 -2.630 -7.037
H -9.032 -0.458 -6.764
H -7.638 -1.675 -6.528
H -7.873 -1.711 -4.301
H -7.401 1.113 -4.809
H -6.297 -0.346 -5.344
H -5.306 0.461 -3.462
H -5.981 -1.076 -3.151
H -6.277 0.917 -0.160
H -5.278 -0.272 -0.966
H -7.035 -0.628 -0.609
C 0.660 -3.701 4.601
C 0.172 -2.727 3.714
C -0.585 -1.706 4.346
C -1.168 -1.827 5.633
C -0.856 -2.933 6.339
C 0.183 -3.791 5.938
O 0.613 -4.805 6.822
O -0.854 -0.553 3.717
H 1.410 -4.399 4.258
H 0.475 -2.693 2.678
H -1.765 -0.976 5.926
H -1.223 -3.052 7.348
H 1.467 -5.164 6.569
H -0.195 -0.328 3.056
C -0.962 7.226 -0.962
C -1.514 7.607 0.210
C -1.620 6.678 1.263
C -0.963 5.450 1.174
C -0.337 4.986 0.011
C -0.266 5.991 -1.054
O 0.515 5.807 -2.163
O -2.394 6.966 2.315
H -0.839 7.978 -1.727
H -2.005 8.554 0.375
H -1.134 4.769 1.994
H 0.262 4.089 -0.044
H 0.211 5.079 -2.709
H -2.594 7.822 2.700
C -1.690 5.085 5.612
C -1.960 4.490 4.458
C -1.499 3.149 4.340
C -0.994 2.394 5.388
C -0.970 3.006 6.569
C -1.258 4.355 6.645
O -1.179 4.846 7.956
O -1.681 2.587 3.051
H -1.992 6.110 5.773
H -2.376 5.008 3.606
H -0.776 1.336 5.372
H -0.861 2.399 7.455
H -1.677 5.639 8.168
H -1.048 1.930 2.752
C -4.325 -3.757 3.888
C -4.047 -3.178 2.639
C -4.788 -3.552 1.527
C -5.744 -4.553 1.656
C -6.125 -5.114 2.933
C -5.336 -4.700 4.033
O -5.722 -5.095 5.285
O -4.384 -3.144 0.256
H -3.984 -3.434 4.860
H -3.307 -2.391 2.616
H -6.064 -4.933 0.697
H -6.874 -5.882 3.060
H -6.682 -5.110 5.289
H -3.672 -2.500 0.258
C 6.101 -4.379 1.873
C 5.495 -3.415 2.651
C 4.238 -2.867 2.345
C 3.594 -3.303 1.199
C 4.145 -4.307 0.364
C 5.317 -4.820 0.767
O 5.824 -5.842 0.145
O 3.653 -1.847 3.016
H 7.029 -4.900 2.053
H 6.121 -2.973 3.412
H 2.609 -2.894 1.032
H 3.645 -4.664 -0.524
H 6.492 -6.180 0.746
H 3.188 -1.320 2.361
C -0.942 2.884 -3.642
C -1.178 1.516 -3.595
C -1.913 0.904 -4.569
C -2.272 1.669 -5.675
C -1.975 3.016 -5.793
C -1.348 3.623 -4.702
O -0.785 4.830 -4.849
O -2.216 -0.375 -4.517
H -0.259 3.322 -2.930
H -0.883 0.981 -2.705
H -2.776 1.353 -6.576
H -2.149 3.473 -6.756
H -1.290 5.238 -5.556
H -1.529 -0.813 -4.011
C 5.133 -0.853 -3.216
C 5.180 -0.464 -1.860
C 6.296 -0.999 -1.222
C 7.286 -1.771 -1.851
C 7.270 -2.040 -3.138
C 6.154 -1.629 -3.868
O 5.989 -1.936 -5.197
O 6.415 -0.802 0.072
H 4.296 -0.545 -3.825
H 4.411 0.071 -1.322
H 8.130 -2.107 -1.266
H 7.962 -2.571 -3.776
H 6.246 -1.226 -5.790
H 5.823 -1.271 0.665
C -6.819 -1.035 4.239
C -6.375 -0.038 3.435
C -5.098 0.501 3.603
C -4.291 0.030 4.622
C -4.870 -0.719 5.602
C -6.101 -1.364 5.429
O -6.524 -2.195 6.310
O -4.638 1.392 2.799
H -7.745 -1.574 4.100
H -7.089 0.355 2.727
H -3.234 0.239 4.687
H -4.300 -0.912 6.499
H -6.711 -3.018 5.854
H -3.753 1.599 3.108
C 6.772 0.140 3.057
C 7.525 1.266 2.422
O 8.737 0.674 2.043
C 8.675 -0.616 2.181
O 9.545 -1.323 1.868
O 7.636 -1.028 2.767
H 5.738 0.122 2.713
H 6.754 0.223 4.144
H 7.788 2.217 2.887
H 6.963 1.465 1.510
C 2.275 1.098 6.628
C 2.809 -0.311 6.312
O 4.041 -0.357 6.929
C 4.406 0.679 7.514
O 5.429 0.860 8.068
O 3.595 1.650 7.033
H 1.521 1.073 7.415
H 1.687 1.705 5.940
H 2.836 -0.541 5.247
H 2.073 -0.998 6.728
C -3.384 3.315 -0.996
C -4.630 3.263 -0.242
O -5.551 3.914 -1.098
C -5.134 3.699 -2.324
O -5.817 3.961 -3.298
O -3.871 3.196 -2.333
H -2.833 2.391 -0.826
H -2.690 4.153 -1.060
H -4.582 3.920 0.626
H -5.109 2.364 0.145
```

Values from the calculation:
- gap between HOMO and LUMO (eV) = 7.691
- HOMO (eV) = -6.0795
- net charge = -1
- lowest unoccupied orbital energy (eV) = 1.612

[2]
DFT (ωB97M-V/def2-TZVPD) results for a 8-piece molecular cluster, C6H30N2O7 overall in a non-equilibrium geometry.

Geometry as XYZ:
```
45
C6H30N2O7, DFT ωB97M-V/def2-TZVPD
C 0.105 -1.522 1.957
C 1.147 -1.900 0.930
C 2.026 -3.039 1.613
C 2.109 -0.746 0.603
N 1.654 -0.075 -0.603
C 2.224 1.297 -0.922
C 1.689 2.383 0.021
N 0.254 2.295 0.307
H -0.834 -2.065 1.847
H 0.269 -1.471 3.045
H -0.049 -0.426 1.869
H 0.663 -2.282 0.022
H 1.558 -3.995 1.397
H 3.042 -2.981 1.254
H 2.194 -2.853 2.676
H 3.145 -1.084 0.412
H 2.237 -0.192 1.542
H 0.655 0.119 -0.622
H 1.790 1.352 -1.925
H 3.297 1.256 -0.806
H 2.264 2.174 0.942
H 1.958 3.296 -0.511
H -0.089 3.170 0.662
H -0.310 1.738 -0.313
O -1.082 1.790 -3.381
H -1.255 0.958 -3.829
H -0.253 1.674 -2.905
O -1.450 -0.177 -0.754
H -1.044 -0.984 -0.408
H -1.944 0.129 0.008
O -4.080 0.750 1.502
H -4.456 0.709 0.623
H -3.918 -0.146 1.809
O -2.949 1.741 -1.128
H -3.610 1.147 -1.461
H -2.283 1.935 -1.795
O 1.438 2.185 3.358
H 0.823 1.753 2.782
H 1.475 1.732 4.197
O -3.478 -1.988 -1.218
H -3.586 -2.468 -2.042
H -3.484 -1.130 -1.631
O 0.683 -1.026 -3.150
H 1.286 -1.296 -2.444
H 0.169 -1.735 -3.528
```

Values from the calculation:
- structure (SMILES) = CC(C)CNCCN.O.O.O.O.O.O.O
- gap between HOMO and LUMO (eV) = 8.889
- energy relative to the best compared isomer or geometry (same formula, charge and spin) (kcal/mol) = 71.56
- HOMO (eV) = -8.8045
- lowest unoccupied orbital energy (eV) = 0.085

[3]
DFT (ωB97M-V/def2-TZVPD) results for a 2-piece molecular cluster, C4H8ClN3O2 overall in a non-equilibrium geometry.

Geometry as XYZ:
```
18
C4H8ClN3O2, DFT ωB97M-V/def2-TZVPD
O 1.774 0.395 1.844
N 1.104 -0.041 0.612
N 0.014 0.524 0.619
N -0.844 0.419 -0.413
C -1.312 -0.826 -1.011
C -2.776 -0.540 -0.575
C -2.211 0.731 0.077
H 2.746 -0.092 1.939
H -0.990 -1.724 -0.512
H -1.024 -1.021 -2.091
H -3.616 -0.395 -1.340
H -3.129 -1.276 0.179
H -2.482 1.554 -0.550
H -2.228 0.655 1.178
O 2.606 0.139 -0.541
C 3.608 0.532 -0.035
Cl 5.065 -0.441 0.048
H 3.696 1.409 0.573
```

Values from the calculation:
- structure (SMILES) = O/N=N/N1CCC1.O=CCl
- gap between HOMO and LUMO (eV) = 9.349
- energy relative to the best compared isomer or geometry (same formula, charge and spin) (kcal/mol) = 108.69
- HOMO (eV) = -8.8110
- lowest unoccupied orbital energy (eV) = 0.538

[4]
DFT (ωB97M-V/def2-TZVPD) results for a 2-piece molecular cluster, C4H13N3 overall.

Geometry as XYZ:
```
20
C4H13N3, DFT ωB97M-V/def2-TZVPD
C 2.056 -2.279 0.453
N 1.389 -1.185 -0.242
C 0.411 -1.428 -0.986
N -0.197 -2.738 -1.131
H 1.904 -2.132 1.521
H 3.119 -2.210 0.239
H 1.668 -3.251 0.153
H -0.028 -0.630 -1.587
H -1.140 -2.658 -0.749
H -0.375 -2.843 -2.135
C -1.673 1.879 1.485
N -1.037 3.010 0.807
C -0.596 2.606 -0.527
H -2.604 1.675 0.953
H -1.066 0.966 1.493
H -1.929 2.157 2.505
H -0.220 3.284 1.330
H 0.079 1.741 -0.521
H -0.073 3.443 -0.990
H -1.468 2.374 -1.140
```

Values from the calculation:
- structure (SMILES) = C/N=C\N.CNC
- gap between HOMO and LUMO (eV) = 9.663
- energy relative to the best compared isomer or geometry (same formula, charge and spin) (kcal/mol) = 35.36
- HOMO (eV) = -8.8434
- lowest unoccupied orbital energy (eV) = 0.820

[5]
DFT (ωB97M-V/def2-TZVPD) results for C24H41EuF3P2 as an isolated structure in a non-equilibrium geometry.

Geometry as XYZ:
```
71
C24H41EuF3P2, DFT ωB97M-V/def2-TZVPD
Eu -1.690 -0.192 2.060
C 0.092 0.110 4.214
C 0.230 1.415 3.650
C -1.976 1.155 4.301
C -1.270 -0.048 4.636
C -1.046 2.050 3.679
C 1.156 -0.927 4.284
H 1.957 -0.740 3.551
H 0.744 -1.925 4.080
H 1.625 -0.958 5.282
C -1.902 -1.308 5.112
H -1.161 -2.117 5.219
H -2.717 -1.671 4.444
H -2.359 -1.136 6.102
C -3.450 1.354 4.403
H -3.722 1.551 5.455
H -4.027 0.464 4.085
H -3.791 2.218 3.809
C -1.368 3.386 3.107
H -1.404 4.159 3.891
H -2.348 3.371 2.611
H -0.621 3.702 2.365
C 1.480 2.003 3.095
H 2.018 2.638 3.821
H 1.260 2.634 2.217
H 2.178 1.219 2.767
C 1.793 -2.294 -3.936
C 2.920 -1.901 -3.319
C 3.888 -0.847 -3.756
C 3.340 0.266 -4.683
C 2.119 0.972 -4.171
C 0.840 0.604 -4.337
C 0.329 -0.564 -5.124
C 1.269 -1.788 -5.241
H 4.745 -1.316 -4.267
H 3.185 -0.139 -5.689
H 4.308 -0.381 -2.851
H 2.081 -1.567 -5.942
H 1.217 -3.136 -3.526
H 3.267 -2.467 -2.447
H 0.677 -2.599 -5.690
H -0.618 -0.886 -4.667
H 0.044 1.272 -3.987
H 0.070 -0.249 -6.148
H 4.136 1.018 -4.768
H 2.348 1.932 -3.689
P 0.324 -1.214 0.225
C 0.042 -2.987 -0.160
C 2.081 -1.077 -0.210
P -1.111 1.255 -0.436
C -0.466 -0.324 -1.232
C -0.001 2.478 -1.202
C -2.655 1.616 -1.365
H -1.004 -3.264 0.032
H 0.691 -3.560 0.516
H 0.312 -3.208 -1.203
H 2.191 -1.390 -1.262
H 2.650 -1.766 0.431
H 2.459 -0.052 -0.100
H -2.460 1.584 -2.446
H -2.957 2.632 -1.077
H -3.455 0.913 -1.097
H -1.278 -0.920 -1.690
H 0.281 -0.083 -2.015
H -0.438 3.470 -1.015
H 0.054 2.294 -2.290
H 1.006 2.420 -0.769
F -3.615 -1.815 -0.130
C -3.714 -1.574 1.243
F -4.936 -0.934 1.419
F -3.843 -2.830 1.827
```

Values from the calculation:
- gap between HOMO and LUMO (spin up / spin down) (eV) = 5.923 / 8.195
- energy relative to the best compared isomer or geometry (same formula, charge and spin) (kcal/mol) = 0.00
- HOMO (spin up / spin down) (eV) = -11.0631 / -11.1062
- net charge = +1
- 2S+1 = 7
- lowest unoccupied orbital energy (spin up / spin down) (eV) = -5.140 / -2.912
- <S²> = 12.275

[6]
DFT (ωB97M-V/def2-TZVPD) results for one molecule with the formula C8H11NS in a non-equilibrium geometry.

Geometry as XYZ:
```
21
C8H11NS, DFT ωB97M-V/def2-TZVPD
C 2.602 1.912 -2.598
C -0.858 1.467 3.780
C 2.381 0.598 -2.451
C -0.598 -0.909 -0.432
C -1.106 0.049 0.616
C 1.459 -0.105 -1.694
C -1.801 -1.843 -0.755
C -0.761 0.008 1.893
N -1.271 0.941 2.693
S -0.114 0.039 -1.911
H 3.598 2.304 -3.097
H 1.836 2.513 -2.141
H -1.486 2.213 4.212
H 0.054 1.097 4.320
H 3.182 -0.090 -2.711
H 0.314 -1.482 -0.033
H -1.713 0.828 0.189
H -1.544 -2.493 -1.567
H -1.937 -2.397 0.169
H -2.596 -1.167 -1.050
H -0.046 -0.690 2.213
```

Values from the calculation:
- gap between HOMO and LUMO (eV) = 7.792
- energy relative to the best compared isomer or geometry (same formula, charge and spin) (kcal/mol) = 108.10
- HOMO (eV) = -7.7933
- lowest unoccupied orbital energy (eV) = -0.001

[7]
DFT (ωB97M-V/def2-TZVPD) results for one molecule with the formula C5H8O.

Geometry as XYZ:
```
14
C5H8O, DFT ωB97M-V/def2-TZVPD
C 1.384 0.433 0.587
C 0.034 -0.039 0.032
C -0.305 1.267 -0.621
O -0.893 2.170 -0.080
C -0.422 -1.299 -0.654
C -1.156 -0.776 0.560
H 2.261 -0.157 0.317
H 1.541 1.418 0.106
H 1.329 0.647 1.657
H 0.212 1.370 -1.600
H -0.860 -1.186 -1.645
H 0.106 -2.246 -0.529
H -1.148 -1.375 1.468
H -2.082 -0.227 0.402
```

Values from the calculation:
- structure (SMILES) = CC1(C=O)CC1
- gap between HOMO and LUMO (eV) = 10.679
- energy relative to the best compared isomer or geometry (same formula, charge and spin) (kcal/mol) = 45.38
- HOMO (eV) = -9.6848
- lowest unoccupied orbital energy (eV) = 0.995

[8]
DFT (ωB97M-V/def2-TZVPD) results for C13H18CeF5I2OP2 as an isolated structure in a non-equilibrium geometry.

Geometry as XYZ:
```
42
C13H18CeF5I2OP2, DFT ωB97M-V/def2-TZVPD
I 1.099 -2.206 1.736
I -1.347 -0.106 -3.014
Ce 0.047 -0.315 -0.412
P 2.279 1.095 0.978
C 2.027 2.376 2.262
C 3.792 0.308 1.625
H 4.560 1.080 1.784
H 3.840 2.637 -0.032
H 4.140 -0.440 0.905
H 3.281 1.393 -1.198
H 1.506 1.923 3.117
H 3.563 -0.208 2.565
C 2.972 2.077 -0.399
H 2.995 2.783 2.596
H 2.208 2.752 -0.805
H 1.390 3.170 1.861
P -0.698 -3.209 -1.221
C -2.422 -3.653 -0.731
C -0.871 -3.569 -3.020
H 1.167 -4.736 -0.926
H -0.344 -5.613 -1.348
H -0.075 -4.996 0.325
C 0.087 -4.803 -0.740
H 0.101 -3.415 -3.506
H -1.188 -4.616 -3.118
H -2.713 -4.559 -1.283
H -3.101 -2.829 -0.982
H -1.599 -2.885 -3.474
H -2.458 -3.841 0.349
C -1.890 -1.013 0.926
O -2.685 -1.380 1.679
F -1.586 1.353 2.353
C -1.673 2.165 1.253
C -0.833 1.955 0.167
C -0.787 2.999 -0.765
F 0.104 2.942 -1.808
C -1.610 4.122 -0.678
F -1.539 5.097 -1.616
C -2.506 4.250 0.383
F -3.317 5.325 0.472
C -2.538 3.251 1.348
F -3.376 3.338 2.393
```

Values from the calculation:
- gap between HOMO and LUMO (spin up / spin down) (eV) = 5.923 / 3.730
- energy relative to the best compared isomer or geometry (same formula, charge and spin) (kcal/mol) = 0.00
- HOMO (spin up / spin down) (eV) = -15.2246 / -15.1369
- net charge = +2
- 2S+1 = 2
- lowest unoccupied orbital energy (spin up / spin down) (eV) = -9.302 / -11.407
- <S²> = 0.787

Looking at M for the records above, in order, we have 1824.8, 242.3, 165.6, 103.2, 600.5, 153.3, 84.1, 741.1 g mol⁻¹.